1.
{
  "formula": "C16H32BrFGaN2O2S2",
  "method": "ωB97M-V/def2-TZVPD",
  "orbital_gap_ha": 0.2560,
  "homo_energy_ev": -4.3,
  "fmax_ev_per_a": 1.2,
  "charge": -1,
  "elements": ["Br", "Ga", "S", "S", "F", "O", "O", "N", "N", "C", "C", "C", "C", "C", "C", "C", "C", "C", "C", "C", "C", "C", "C", "C", "C", "H", "H", "H", "H", "H", "H", "H", "H", "H", "H", "H", "H", "H", "H", "H", "H", "H", "H", "H", "H", "H", "H", "H", "H", "H", "H", "H", "H", "H", "H", "H", "H"],
  "coordinates": [[1.70, 4.18, -2.24], [1.11, 1.86, 0.00], [2.59, -0.81, -1.23], [-3.35, 2.15, 0.66], [1.41, 3.62, 2.40], [-5.85, 1.34, 0.57], [-1.30, -2.76, -0.98], [-6.07, 0.31, -1.38], [-4.76, 0.76, -1.27], [2.45, 3.28, -0.64], [4.98, 3.62, -0.53], [2.06, 2.43, 2.79], [-4.68, 1.36, -0.12], [-2.67, -2.11, 0.96], [-1.87, -5.15, -0.80], [2.83, -3.17, 0.05], [1.17, 0.33, -1.34], [1.77, 1.27, 1.87], [-6.66, 0.68, -0.29], [-0.92, -4.02, -0.46], [-2.56, -2.27, -0.55], [-1.89, 1.76, -0.36], [3.83, 2.71, -0.96], [-0.77, 2.65, 0.18], [2.37, -1.74, 0.29], [3.12, 2.65, 2.81], [-7.69, 0.50, -0.03], [-3.37, -2.90, -0.93], [4.91, 3.88, 0.52], [-2.13, 2.01, -1.39], [2.56, 4.08, 0.09], [-2.87, -5.00, -0.38], [2.27, -3.61, -0.78], [-0.82, 3.61, -0.34], [5.93, 3.09, -0.66], [3.91, 2.50, -2.02], [-2.59, -3.07, 1.47], [3.88, -3.18, -0.21], [0.26, -0.27, -1.37], [-2.67, -1.30, -1.03], [1.01, 0.64, 2.33], [-1.49, -6.09, -0.40], [3.94, 1.77, -0.41], [1.35, -1.71, 0.67], [-0.78, -3.94, 0.63], [1.28, 0.77, -2.33], [5.04, 4.53, -1.13], [1.73, 2.25, 3.81], [-1.89, -1.45, 1.34], [-1.66, 0.70, -0.32], [2.68, 0.70, 1.73], [0.06, -4.22, -0.88], [2.68, -3.79, 0.93], [-3.65, -1.69, 1.21], [-0.95, 2.86, 1.23], [-1.97, -5.25, -1.88], [3.00, -1.32, 1.08]]
}


2.
{
  "formula": "C16H32Cl16F6MgN3O12S6",
  "method": "ωB97M-V/def2-TZVPD",
  "orbital_gap_ha": 0.3432,
  "homo_energy_ev": -8.0,
  "fmax_ev_per_a": 8.2,
  "e_above_lowest_kcal_mol": 12.9,
  "charge": -1,
  "elements": ["Cl", "Cl", "Cl", "Cl", "Cl", "Cl", "Cl", "Cl", "Cl", "Cl", "Cl", "Cl", "Cl", "Cl", "Cl", "Cl", "S", "S", "S", "S", "S", "S", "Mg", "F", "F", "F", "F", "F", "F", "O", "O", "O", "O", "O", "O", "O", "O", "O", "O", "O", "O", "N", "N", "N", "C", "C", "C", "C", "C", "C", "C", "C", "C", "C", "C", "C", "C", "C", "C", "C", "H", "H", "H", "H", "H", "H", "H", "H", "H", "H", "H", "H", "H", "H", "H", "H", "H", "H", "H", "H", "H", "H", "H", "H", "H", "H", "H", "H", "H", "H", "H", "H"],
  "coordinates": [[4.31, -13.84, -11.37], [0.92, -22.12, -11.82], [1.10, -13.25, -18.75], [5.67, -26.20, -14.04], [4.31, -23.88, -18.75], [7.33, -21.38, -18.47], [4.25, -23.25, -14.37], [4.59, -15.37, -19.94], [0.22, -16.45, -17.28], [5.97, -18.39, -19.59], [6.07, -16.71, -11.83], [1.20, -23.43, -17.33], [0.93, -14.29, -13.63], [4.57, -20.03, -10.62], [7.95, -21.40, -13.08], [-0.71, -19.90, -14.08], [8.70, -17.37, -14.48], [8.25, -15.03, -18.44], [4.94, -19.52, -15.65], [3.49, -17.78, -16.43], [9.33, -18.54, -16.44], [6.62, -14.22, -16.79], [6.44, -17.38, -17.57], [10.50, -18.38, -17.53], [5.70, -15.02, -15.74], [6.48, -19.99, -15.77], [3.62, -16.91, -17.78], [8.83, -15.89, -13.85], [8.33, -16.33, -19.41], [9.14, -18.20, -13.40], [4.89, -19.23, -14.25], [5.68, -13.31, -17.38], [8.14, -18.42, -17.28], [2.39, -18.66, -16.71], [7.28, -17.27, -14.83], [3.38, -16.78, -15.41], [4.18, -20.63, -16.16], [9.55, -15.15, -17.77], [7.68, -13.71, -15.98], [8.06, -13.99, -19.43], [9.65, -19.81, -15.88], [5.12, -18.29, -16.65], [9.71, -17.11, -15.64], [7.05, -15.67, -17.67], [6.10, -19.92, -20.50], [5.62, -21.00, -11.78], [1.98, -22.51, -18.63], [5.74, -23.74, -15.19], [5.93, -21.13, -19.56], [2.81, -13.83, -18.80], [4.34, -16.41, -12.29], [1.08, -14.68, -15.35], [3.06, -14.44, -20.14], [3.63, -15.51, -11.27], [2.79, -23.44, -19.52], [6.98, -20.38, -11.96], [0.72, -20.92, -14.38], [1.58, -21.10, -13.14], [6.51, -24.63, -14.23], [0.29, -15.95, -15.56], [3.73, -15.85, -10.24], [2.11, -14.80, -15.68], [3.46, -13.00, -18.52], [6.60, -24.27, -13.21], [4.98, -21.07, -12.65], [1.32, -20.44, -15.14], [2.56, -15.41, -11.45], [2.87, -14.60, -18.04], [7.53, -24.73, -14.59], [4.22, -16.05, -13.31], [5.03, -21.05, -18.96], [5.52, -24.28, -16.10], [2.24, -15.06, -20.50], [7.50, -20.43, -11.00], [7.00, -19.33, -12.24], [0.78, -16.79, -15.07], [2.60, -21.79, -18.10], [3.78, -17.35, -12.25], [3.24, -13.75, -20.96], [1.20, -22.01, -19.20], [7.08, -20.07, -20.93], [2.50, -21.59, -13.45], [2.20, -24.32, -19.74], [1.84, -20.12, -12.75], [0.67, -13.84, -15.90], [6.30, -22.82, -15.38], [0.37, -21.88, -14.75], [5.37, -19.89, -21.31], [5.86, -22.09, -20.07], [-0.74, -15.83, -15.23], [5.57, -21.99, -11.34], [3.00, -22.94, -20.47]]
}